No. 1
C18H23Br9O15 | the ωB97M-V functional and the def2-TZVPD basis

Element x y z (Å)
1 C -1.8124 6.1571 15.7206
2 Br -2.3866 8.0558 15.5800
3 Br -1.1275 5.6060 17.5757
4 Br -0.5178 5.7301 14.3805
5 H -2.7006 5.5658 15.4979
6 C 0.8714 2.4668 21.4643
7 Br 0.1764 4.1748 20.6427
8 Br 2.5953 2.4870 22.3542
9 Br 0.7055 0.9671 20.1889
10 H 0.0533 2.2594 22.1541
11 C -6.2431 5.1848 16.1200
12 Br -6.1955 6.9090 15.0590
13 Br -8.1437 4.8821 16.6180
14 Br -5.0922 5.6209 17.7159
15 H -5.7363 4.4024 15.5551
16 C -4.6189 1.4231 22.8974
17 C -3.5942 0.5556 22.3530
18 O -2.8833 0.2166 23.5029
19 C -3.2873 0.8474 24.5946
20 O -2.8005 0.7434 25.7072
21 O -4.3331 1.5109 24.2820
22 H -5.5208 0.8118 22.8662
23 H -4.6143 2.4334 22.4883
24 H -3.0248 1.0777 21.5841
25 H -4.0381 -0.3022 21.8476
26 C 2.0760 1.2594 15.3742
27 C 1.5684 2.3849 16.1231
28 O 0.2280 2.0506 16.2472
29 C 0.0636 0.7633 16.1981
30 O -0.9608 0.1515 16.2206
31 O 1.3153 0.2113 15.9393
32 H 3.1452 1.1175 15.5314
33 H 1.7882 1.3383 14.3258
34 H 1.8498 3.3041 15.6094
35 H 1.9235 2.5165 17.1452
36 C -7.6258 4.1776 21.1075
37 C -6.6853 5.3442 21.5835
38 O -6.4283 4.9314 22.8928
39 C -6.9741 3.7952 23.1916
40 O -6.9452 3.3555 24.3220
41 O -7.6513 3.2492 22.1700
42 H -7.3472 3.8660 20.1008
43 H -8.6340 4.5671 20.9664
44 H -7.2344 6.2700 21.4115
45 H -5.7577 5.5009 21.0329
46 C -1.5903 2.5435 11.3833
47 C -0.6569 1.9038 12.4517
48 O -1.3856 2.1122 13.6369
49 C -2.5553 2.6855 13.3598
50 O -3.4176 2.9675 14.1838
51 O -2.6620 3.0361 12.0955
52 H -2.0063 1.8018 10.7015
53 H -1.0680 3.3144 10.8168
54 H 0.2173 2.5520 12.5123
55 H -0.4269 0.8485 12.3048
56 C -3.0999 2.7079 17.2781
57 C -2.2282 2.3989 18.3955
58 O -3.0826 2.5943 19.5535
59 C -4.3494 2.3285 19.1290
60 O -5.2973 2.0403 19.8545
61 O -4.3543 2.2316 17.8101
62 H -2.8782 2.0733 16.4201
63 H -3.0967 3.7715 17.0395
64 H -1.4107 3.1152 18.4777
65 H -1.7548 1.4224 18.2936

HOMO energy in hartree: -0.3729
HOMO-LUMO gap in eV: 9.0
Energy above the lowest of the compared OMol25 structures with the same formula, charge and spin in kcal per mole: 21.8
Strongest force on any atom in hartree/bohr: 0.07718

No. 2
C21H36Cl2N3NiO2SSbSe2 | the ωB97M-V functional and the def2-TZVPD basis

Element x y z (Å)
1 Ni -1.2174 0.1384 -0.2329
2 O -3.1169 -3.7889 4.5128
3 C -3.5353 -3.5100 3.1763
4 C -2.4968 -2.7618 2.3161
5 C -1.3369 -3.7456 2.0949
6 O -0.1389 -3.1431 1.6556
7 C -2.0149 -1.5218 3.1080
8 Se -1.8943 0.2476 2.2286
9 C -3.2203 -2.4223 1.0014
10 Se -2.1147 -2.1721 -0.6159
11 H -2.7527 -2.9628 4.8533
12 H -4.4655 -2.9254 3.1851
13 H -3.7552 -4.4854 2.7313
14 H -1.6629 -4.5085 1.3703
15 H -1.1127 -4.2465 3.0419
16 H -0.4207 -2.6431 0.8564
17 H -1.0537 -1.7591 3.5724
18 H -2.7296 -1.3154 3.9142
19 H -3.8059 -1.5132 1.1391
20 H -3.8987 -3.2459 0.7560
21 C 0.4236 2.7579 -2.5655
22 N 1.1924 1.6334 -3.0668
23 C 2.4036 1.8882 -3.8225
24 C 2.7788 0.4898 -4.3085
25 N 1.4652 -0.1242 -4.3926
26 C 0.5969 0.4889 -3.5067
27 S -0.8678 -0.1102 -3.0545
28 H 1.0341 3.3340 -1.8694
29 H -0.4606 2.3986 -2.0297
30 H 0.1163 3.4034 -3.3985
31 H 3.1694 2.3387 -3.1896
32 H 2.1975 2.5658 -4.6644
33 H 3.4205 -0.0177 -3.5774
34 H 3.2826 0.5042 -5.2761
35 H 1.3675 -1.1249 -4.4484
36 Cl -0.4744 4.1504 0.7104
37 C -2.0963 4.1665 0.0278
38 C -2.7906 5.3485 0.0044
39 C -4.0675 5.4211 -0.5554
40 C -4.6024 4.2483 -1.1014
41 C -3.9053 3.0704 -1.0867
42 Cl -4.6203 1.6444 -1.8000
43 C -2.5817 2.9066 -0.5137
44 N -1.9018 1.8223 -0.5399
45 H -2.3253 6.2284 0.4354
46 H -4.6215 6.3502 -0.5688
47 H -5.5871 4.2524 -1.5560
48 C 4.3927 0.7272 0.6093
49 C 3.1976 0.9594 -0.2947
50 Sb 1.3144 -0.0138 0.2624
51 C 1.7766 -0.3997 2.3347
52 C 2.6167 -1.6126 2.7010
53 C 1.8823 -1.8635 -0.7431
54 C 3.2775 -2.4502 -0.6089
55 H 5.2662 1.3001 0.2758
56 H 4.6817 -0.3240 0.6422
57 H 4.1790 1.0297 1.6357
58 H 3.4006 0.6218 -1.3122
59 H 2.9872 2.0304 -0.3565
60 H 0.7810 -0.4544 2.7783
61 H 2.2278 0.5244 2.7097
62 H 2.1267 -2.5273 2.3657
63 H 2.7303 -1.6843 3.7886
64 H 3.6206 -1.5732 2.2712
65 H 1.6825 -1.6124 -1.7909
66 H 1.1202 -2.5958 -0.4763
67 H 4.0536 -1.7232 -0.8657
68 H 3.4072 -3.3068 -1.2802
69 H 3.4760 -2.8022 0.4034

HOMO energy (alpha / beta) in hartree: -0.0129 / -0.0107
HOMO-LUMO gap (alpha / beta) in eV: 4.5 / 4.5
Energy above the lowest of the compared OMol25 structures with the same formula, charge and spin in kcal per mole: 4.1
Multiplicity: 3
Strongest force on any atom in hartree/bohr: 0.02386
Expectation value of S²: 2.026
Total charge: -2

No. 3
C32H78FeI3N2O8 | the ωB97M-V functional and the def2-TZVPD basis

Element x y z (Å)
1 Fe -3.6236 -3.3805 19.2978
2 I -1.2314 -3.4717 22.7629
3 I -3.2625 -2.8747 16.7888
4 I -5.4426 -2.5830 21.1004
5 C -4.7198 -6.4710 19.2755
6 O -5.0689 -5.1077 18.9960
7 H -4.5918 -6.4349 20.3683
8 H -5.5875 -7.0720 18.9784
9 H -3.8498 -6.8689 18.7213
10 H -5.7543 -4.8544 18.3340
11 C -1.5955 -0.8464 19.8050
12 O -2.0687 -2.1238 19.9373
13 H -1.7715 -0.3317 20.7524
14 H -0.5560 -0.8734 19.5018
15 H -2.1812 -0.2708 19.0967
16 H -1.7294 -2.3894 20.8180
17 C -5.1030 4.4613 22.7413
18 C -4.5734 4.4022 21.2969
19 C -3.0444 4.5708 21.2776
20 C -2.3418 4.1093 20.0168
21 C -2.6916 2.6582 19.6900
22 C -4.2233 2.4091 19.5683
23 N -4.8062 2.9719 20.8370
24 O -6.2531 2.7628 20.8290
25 C -4.7609 3.0684 18.2630
26 C -4.5724 0.9208 19.4772
27 C -5.2314 5.4339 20.4216
28 H -6.2152 4.3867 22.7704
29 H -4.8753 5.3242 23.3642
30 H -4.7706 3.5808 23.2761
31 H -2.8456 5.6438 21.4479
32 H -2.7386 4.0082 22.1913
33 H -1.2553 4.1739 20.2510
34 H -2.4569 4.8343 19.1912
35 H -2.2796 2.0073 20.4653
36 H -2.1424 2.3810 18.7906
37 H -4.5754 4.1043 18.2761
38 H -4.1853 2.6724 17.4008
39 H -5.8391 2.8960 18.3323
40 H -5.6448 0.7646 19.3397
41 H -4.0553 0.4274 18.6625
42 H -4.2954 0.4200 20.4158
43 H -4.6839 5.7036 19.4902
44 H -5.1400 6.3953 20.9221
45 H -6.2746 5.2141 20.1840
46 H -6.3184 1.9815 21.4210
47 C -9.7087 -4.5532 15.9333
48 C -8.6820 -3.9904 16.9670
49 C -9.3206 -2.7659 17.6590
50 C -10.2242 -3.0499 18.8738
51 C -9.4402 -3.9721 19.8636
52 C -9.1121 -5.3366 19.2579
53 N -8.3023 -4.9806 18.0506
54 O -7.9262 -6.2133 17.3655
55 C -8.2518 -6.1108 20.2547
56 C -10.3710 -6.1704 18.9130
57 C -7.4007 -3.5210 16.2347
58 H -9.3134 -5.4421 15.4061
59 H -9.7761 -3.8086 15.1296
60 H -10.6641 -4.7958 16.3813
61 H -8.5289 -2.0747 17.9891
62 H -9.8966 -2.2199 16.9063
63 H -11.1601 -3.4349 18.4880
64 H -10.3679 -2.1066 19.4021
65 H -10.0153 -4.0877 20.7811
66 H -8.4874 -3.4856 20.1272
67 H -8.0090 -7.1231 19.9609
68 H -7.3567 -5.5016 20.3848
69 H -8.7601 -6.1695 21.2366
70 H -10.2013 -7.1791 18.6054
71 H -11.0679 -6.3218 19.7403
72 H -10.9031 -5.6303 18.1453
73 H -6.9400 -4.4226 15.8353
74 H -6.7170 -3.0784 16.9328
75 H -7.5553 -2.8086 15.4056
76 H -8.7151 -6.5760 16.9414
77 C -4.9255 0.3628 24.9242
78 C -3.8320 -0.2721 24.0698
79 C -3.2186 0.6863 23.0938
80 O -2.9552 -0.8195 25.0105
81 H -5.9385 0.2187 24.5267
82 H -4.8173 1.4604 25.0893
83 H -4.8763 -0.0931 25.8874
84 H -4.2541 -1.1250 23.5240
85 H -2.9247 1.5278 23.7281
86 H -3.8756 1.0701 22.2995
87 H -2.3537 0.1955 22.6742
88 H -2.4168 -1.3916 24.4527
89 C -8.5766 0.0944 20.5811
90 C -8.2365 0.1883 22.0776
91 C -8.7771 -1.0524 22.7371
92 O -6.8612 0.4725 22.4002
93 H -9.6736 0.0995 20.5095
94 H -8.1343 -0.7723 20.0238
95 H -8.1697 0.9946 20.1197
96 H -8.7221 1.1349 22.4359
97 H -8.3614 -1.8892 22.1860
98 H -9.8442 -1.0407 22.5162
99 H -8.6188 -1.1591 23.8090
100 H -6.2659 -0.2285 22.1223
101 C 0.0554 -4.6998 19.4143
102 C -1.2357 -5.4994 19.2143
103 C -0.9569 -6.9944 19.3283
104 O -2.3433 -5.0308 20.0034
105 H -0.0513 -3.6918 18.9631
106 H 0.9255 -5.2208 18.9448
107 H 0.3062 -4.5374 20.4670
108 H -1.4783 -5.1699 18.2124
109 H -1.9136 -7.5216 19.4604
110 H -0.3345 -7.1745 20.2185
111 H -0.4876 -7.3976 18.4717
112 H -1.8891 -5.0054 20.8857
113 C -6.1349 -3.0370 25.1739
114 C -6.4373 -4.5321 25.1109
115 C -7.4705 -4.8969 24.0848
116 O -5.2509 -5.3261 24.9868
117 H -5.5619 -2.7312 24.2778
118 H -5.4934 -2.7857 26.0385
119 H -7.0445 -2.4296 25.2462
120 H -6.8234 -4.8580 26.0790
121 H -8.3908 -4.3334 24.3099
122 H -7.6332 -5.9798 23.9837
123 H -7.1214 -4.5742 23.1069
124 H -4.6882 -5.0064 24.2556

HOMO energy (alpha / beta) in hartree: -0.2036 / -0.2037
HOMO-LUMO gap (alpha / beta) in eV: 7.6 / 7.6
Energy above the lowest of the compared OMol25 structures with the same formula, charge and spin in kcal per mole: 1.5
Multiplicity: 5
Strongest force on any atom in hartree/bohr: 0.04652
Expectation value of S²: 6.008
Total charge: -1

No. 4
C15H13ClN5O4STc | the ωB97M-V functional and the def2-TZVPD basis

Element x y z (Å)
1 Tc -1.6672 0.0000 0.0064
2 C 2.1960 0.0130 0.5091
3 C 1.3216 1.1984 0.3469
4 N -0.0062 1.2355 0.2137
5 C -0.3730 2.5765 0.1868
6 C 0.7373 3.3530 0.3011
7 N 1.7677 2.4668 0.3959
8 C 1.0986 4.8251 0.3609
9 O 0.1432 5.7228 0.3108
10 O 2.2634 5.0667 0.4563
11 C -1.7836 2.8803 0.0791
12 O -2.3926 3.8749 0.0290
13 O -2.4844 1.5788 0.0614
14 H 1.6292 -0.9064 0.3984
15 H 2.6761 0.0324 1.4899
16 H 2.9864 0.0250 -0.2416
17 H 2.7256 2.7923 0.5234
18 H -0.7619 5.3776 0.2477
19 Cl 0.5829 -1.6704 4.9264
20 C -0.6986 -1.7317 3.8098
21 C -1.8529 -2.4761 4.0653
22 C -2.8795 -2.4889 3.1311
23 C -2.7357 -1.7622 1.9717
24 N -1.6122 -1.0456 1.7226
25 C -0.6076 -1.0230 2.6284
26 H -1.9412 -3.0280 4.9935
27 H -3.7875 -3.0496 3.3055
28 H -3.5223 -1.7334 1.2219
29 H 0.2530 -0.4125 2.4076
30 S -1.7045 -1.0717 -1.9506
31 C -0.1676 -1.4835 -2.7466
32 N -0.2994 -1.8399 -4.0469
33 C 0.7454 -2.2942 -4.7641
34 C 1.9716 -2.3817 -4.1476
35 C 2.0421 -1.9756 -2.8219
36 N 0.9789 -1.5324 -2.1306
37 H -1.2124 -1.7784 -4.4942
38 H 0.5538 -2.5662 -5.7947
39 H 2.8368 -2.7501 -4.6806
40 H 2.9805 -2.0176 -2.2813

HOMO energy (alpha / beta) in hartree: -0.6932 / -0.6932
HOMO-LUMO gap (alpha / beta) in eV: 6.8 / 6.5
Multiplicity: 2
Strongest force on any atom in hartree/bohr: 0.00779
Expectation value of S²: 0.755
Total charge: +3

No. 5
C4H7FN2 | the ωB97M-V functional and the def2-TZVPD basis

Element x y z (Å)
1 C 1.4450 0.7608 -0.2271
2 C -1.3900 0.5693 0.0508
3 C -1.0428 -0.6729 0.8544
4 C -0.4308 -1.7461 0.4836
5 H 1.4647 -0.1580 0.4978
6 H 2.4419 0.6452 -0.7945
7 H 1.2622 1.8844 0.4025
8 H 0.9099 1.2877 -2.0869
9 H -2.3576 0.9391 0.2899
10 H 0.1543 -2.0652 -0.5196
11 H -0.4635 -2.6593 1.1680
12 N 0.4897 0.5995 -1.3585
13 N -0.7964 1.2087 -0.9006
14 F -1.6867 -0.5932 2.1403

HOMO energy in hartree: -0.3488
SMILES: C=C(F)/C=N\NC
HOMO-LUMO gap in eV: 10.0
Energy above the lowest of the compared OMol25 structures with the same formula, charge and spin in kcal per mole: 82.9
Strongest force on any atom in hartree/bohr: 0.10367

> What is the strongest force on any atom in the fourth record?

0.00779 hartree/bohr

> strongest force on any atom of number 5 (C4H7FN2)?

0.10367 hartree/bohr

> Which of these has the lowest strongest force on any atom?

C15H13ClN5O4STc

> Which value of strongest force on any atom does entry 2 give?

0.02386 hartree/bohr